133
Properties=species:S:1:pos:R:3 method="wB97M-V/def2-TZVPD" homo_lumo_gap_ev=7.4 de_lowest_ev=0.000 fmax_ev_per_a=4.38 charge=+1 e_tot_ev=-2458410.539
C -5.753 -3.323 2.319
C -6.565 -4.544 1.796
C -5.831 -5.378 0.699
C -4.271 -5.524 0.972
C -3.540 -4.601 -0.036
C -2.040 -4.339 0.301
C -1.234 -3.999 -1.001
N -1.552 -2.623 -1.497
N -2.298 -1.807 -0.639
C -1.594 -1.144 0.165
O -0.998 -0.786 1.097
C -1.167 -2.311 -2.730
N -0.477 -3.229 -3.462
C -0.288 -2.639 -4.657
Br 0.586 -3.574 -6.045
N -0.842 -1.412 -4.623
C -0.792 -0.607 -5.856
O 0.250 0.334 -5.918
C 1.549 -0.251 -6.130
C 2.563 0.939 -6.230
N -1.394 -1.129 -3.408
C -2.067 0.124 -3.045
C -1.348 1.433 -3.477
C 0.121 1.577 -3.007
S 0.557 0.559 -1.552
C 1.100 1.781 -0.307
S 0.137 2.127 0.961
N 2.384 2.437 -0.463
C 2.303 3.786 0.090
C 1.582 4.796 -0.613
C 1.438 6.110 -0.135
C 2.058 6.447 1.089
C 2.763 5.468 1.798
C 2.908 4.149 1.318
C 3.437 1.668 0.142
C 3.256 0.552 0.978
C 4.357 -0.109 1.538
C 5.697 0.280 1.296
C 5.878 1.391 0.423
C 4.774 2.064 -0.131
H -4.976 -3.686 3.025
H -6.441 -2.671 2.888
H -5.240 -2.767 1.507
H -7.493 -4.142 1.331
H -6.883 -5.234 2.602
H -5.941 -4.870 -0.285
H -6.237 -6.401 0.589
H -4.005 -6.592 0.810
H -4.038 -5.289 2.029
H -4.043 -3.616 -0.102
H -3.579 -5.050 -1.055
H -1.874 -3.598 1.105
H -1.605 -5.297 0.669
H -1.550 -4.769 -1.731
H -0.156 -4.086 -0.770
H -0.778 -1.211 -6.781
H -1.734 -0.018 -5.891
H 1.610 -0.896 -7.024
H 1.812 -0.787 -5.187
H 2.248 1.774 -5.573
H 3.512 0.557 -5.798
H 2.670 1.262 -7.277
H -3.049 0.121 -3.577
H -2.314 0.228 -1.983
H -1.363 1.616 -4.571
H -1.920 2.273 -3.040
H 0.272 2.639 -2.711
H 0.878 1.392 -3.790
H 1.112 4.552 -1.590
H 0.864 6.865 -0.694
H 1.962 7.476 1.500
H 3.229 5.698 2.769
H 3.456 3.416 1.921
H 2.251 0.174 1.206
H 4.234 -0.974 2.189
H 6.548 -0.256 1.739
H 6.918 1.697 0.238
H 5.015 2.907 -0.797
C 4.275 -3.731 -0.602
Br 5.104 -3.006 -2.185
Br 4.842 -2.795 0.990
Br 2.349 -3.780 -0.761
H 4.612 -4.757 -0.508
C -3.459 -6.242 5.685
Br -5.096 -5.417 6.286
Br -3.713 -8.100 5.237
Br -2.662 -5.259 4.225
H -2.760 -6.205 6.512
C 8.338 -4.931 -0.530
Br 7.066 -6.380 -0.359
Br 9.778 -5.090 0.740
Br 8.995 -4.760 -2.339
H 7.808 -4.014 -0.295
C 5.746 -4.876 -5.652
Br 5.359 -6.564 -4.805
Br 7.348 -4.960 -6.721
Br 4.237 -4.220 -6.669
H 5.929 -4.159 -4.860
C 9.868 -3.092 4.627
Br 9.475 -4.771 5.490
Br 11.472 -3.191 3.560
Br 8.361 -2.444 3.603
H 10.052 -2.367 5.410
C -7.749 0.236 3.969
Br -6.264 1.427 3.646
Br -8.452 -0.488 2.320
Br -7.294 -1.159 5.225
H -8.538 0.823 4.421
C 0.091 10.423 2.925
Br 1.071 8.760 2.773
Br -0.377 10.816 4.758
Br 1.039 11.886 2.100
H -0.836 10.295 2.380
C -2.674 3.590 5.384
Br -3.320 3.296 3.587
Br -3.721 2.625 6.685
Br -0.792 3.192 5.537
H -2.795 4.645 5.596
C 3.264 12.279 5.621
Br 3.766 14.131 5.422
Br 4.414 11.112 4.600
Br 3.177 11.754 7.476
H 2.265 12.175 5.215
C -2.247 6.167 -3.852
Br -3.599 4.803 -3.648
Br -0.766 5.928 -2.628
Br -1.645 6.308 -5.679
H -2.716 7.109 -3.598
C -11.589 -2.708 0.936
Br -11.711 -4.395 1.864
Br -10.019 -2.624 -0.187
Br -13.197 -2.314 -0.053
H -11.481 -1.937 1.690